DFT (ωB97M-V/def2-TZVPD) results for 2 unconnected molecules or ions with the total composition C5H6N2O.

Last column: Löwdin charge in e.
Positions of all 14 atoms, in Å:
O (-2.17276, 1.71653, 0.52481)  0.043
N (-1.08128, -2.73407, -0.29695)  0.162
N (-2.54255, 0.76214, -0.04482)  -0.239
C (-0.11113, -0.84461, 1.09120)  -0.127
C (1.02191, 0.34322, -0.87580)  -0.086
C (-2.97447, -0.17969, -0.57214)  0.125
C (-0.56156, -1.90434, 0.28826)  -0.284
C (0.60466, 0.19842, 0.59440)  -0.116
H (-0.57519, -0.84509, 2.05420)  0.105
H (0.69910, 1.32292, -1.20236)  0.075
H (2.03977, 0.03218, -1.01449)  0.066
H (-2.66882, -1.20595, -0.65848)  0.037
H (1.08400, 1.10285, 1.13936)  0.142
H (0.55768, -0.53485, -1.46267)  0.094

Properties
Calculated total energy ... -378.71013 Ha
Multiplicity ... 1
Highest occupied orbital energy ... -10.1504 eV
Relative energy (zero: lowest compared OMol25 entry of this formula, charge and spin) ... 4.376 eV